[1]
ORCA calculation (the ωB97M-V functional and the def2-TZVPD basis) on a structure of composition C39H47CsN8O5SSe.

Results
Kohn-Sham gap (alpha / beta) ... 2.37 / 4.72 eV
2S+1 ... 2
Strongest force on any atom ... 0.62 eV Å⁻¹
E ... -140091.83119 eV
Charge ... -1

Positions of all 102 atoms, in Å:
1 Cs -0.83 0.39 1.15
2 C 1.80 -2.81 -0.83
3 O 1.10 -2.54 0.37
4 C 0.94 -3.68 1.17
5 C 0.18 -3.32 2.42
6 O -1.12 -2.84 2.18
7 C -2.04 -3.80 1.69
8 C -2.57 -3.38 0.34
9 O -3.39 -2.27 0.51
10 C -3.93 -1.79 -0.71
11 H 2.78 -3.24 -0.62
12 H 1.91 -1.87 -1.36
13 H 1.24 -3.51 -1.46
14 H 1.92 -4.09 1.45
15 H 0.42 -4.46 0.60
16 H 0.69 -2.51 2.95
17 H 0.16 -4.20 3.09
18 H -2.88 -3.86 2.39
19 H -1.58 -4.79 1.62
20 H -3.13 -4.22 -0.12
21 H -1.72 -3.14 -0.32
22 H -4.56 -2.56 -1.17
23 H -3.14 -1.51 -1.41
24 H -4.53 -0.91 -0.49
25 C -5.09 3.27 2.06
26 C -4.00 2.51 1.34
27 N -2.84 2.26 1.90
28 N -2.60 2.86 3.13
29 C -1.79 2.18 3.90
30 O -1.31 1.01 3.74
31 C -1.39 2.92 5.16
32 C -1.78 4.24 5.41
33 C -1.37 4.89 6.56
34 C -0.57 4.24 7.49
35 C -0.18 2.93 7.25
36 C -0.59 2.28 6.10
37 C -4.25 2.05 0.01
38 C -5.54 2.13 -0.58
39 C -5.77 1.70 -1.86
40 C -4.69 1.18 -2.61
41 C -3.46 1.10 -1.96
42 N -3.20 1.48 -0.72
43 H -4.67 3.72 2.96
44 H -5.91 2.60 2.36
45 H -5.52 4.05 1.43
46 H -2.40 4.73 4.67
47 H -1.67 5.92 6.74
48 H -0.24 4.75 8.39
49 H 0.44 2.41 7.97
50 H -0.30 1.25 5.88
51 H -6.36 2.52 0.01
52 H -6.77 1.75 -2.28
53 H -4.81 0.80 -3.62
54 H -2.62 0.66 -2.50
55 S 1.98 2.44 -1.22
56 C 1.15 1.39 -1.99
57 C 4.14 1.61 -4.13
58 C 4.89 0.98 -3.00
59 C 4.42 -0.17 -2.38
60 C 5.11 -0.77 -1.33
61 C 6.29 -0.20 -0.86
62 N 7.07 -0.78 0.17
63 C 6.66 -1.67 1.15
64 O 7.41 -2.53 1.57
65 N 5.39 -1.51 1.66
66 C 4.67 -0.29 1.77
67 C 5.28 0.92 2.04
68 C 4.48 2.05 2.18
69 C 3.10 1.91 2.04
70 N 2.51 0.75 1.77
71 C 3.28 -0.32 1.63
72 C 6.76 0.96 -1.46
73 C 6.08 1.53 -2.52
74 H 3.31 0.98 -4.46
75 H 4.79 1.79 -4.99
76 H 3.71 2.57 -3.83
77 H 3.50 -0.62 -2.73
78 H 4.73 -1.67 -0.88
79 H 8.04 -0.93 -0.05
80 H 5.17 -2.23 2.33
81 H 6.35 0.98 2.16
82 H 4.91 3.01 2.40
83 H 2.45 2.77 2.16
84 H 2.78 -1.25 1.39
85 H 7.67 1.42 -1.09
86 H 6.47 2.44 -2.98
87 C -2.38 0.76 -5.44
88 N -2.65 -0.66 -5.31
89 C -3.49 -1.37 -6.15
90 C -3.50 -2.64 -5.69
91 N -2.67 -2.65 -4.59
92 C -2.40 -3.83 -3.79
93 C -2.13 -1.44 -4.32
94 Se 0.23 0.23 -2.83
95 H -2.80 1.11 -6.38
96 H -1.31 0.94 -5.43
97 H -2.85 1.31 -4.62
98 H -4.00 -0.91 -6.98
99 H -4.03 -3.51 -6.04
100 H -3.28 -4.48 -3.78
101 H -2.19 -3.51 -2.77
102 H -1.55 -4.38 -4.18

=====

[2]
ORCA calculation (the ωB97M-V functional and the def2-TZVPD basis) on a structure of composition C39H47InN6O2S2Sb at a distorted geometry.

Results
Kohn-Sham gap ... 5.80 eV
Strongest force on any atom ... 3.47 eV Å⁻¹
E ... -87623.97392 eV
Charge ... -1

Positions of all 98 atoms, in Å:
1 In -1.52 0.89 2.29
2 C -3.92 0.15 -0.03
3 C -4.64 0.17 1.23
4 C -6.01 -0.23 1.34
5 C -6.66 -0.09 2.52
6 C -5.99 0.44 3.66
7 C -6.58 0.57 4.97
8 C -5.89 1.15 5.97
9 C -4.51 1.39 5.79
10 C -3.83 1.18 4.63
11 S -2.12 1.64 4.61
12 C -4.61 0.78 3.51
13 N -4.01 0.62 2.33
14 H -4.51 -0.16 -0.89
15 H -2.92 -0.31 0.08
16 H -3.60 1.14 -0.32
17 H -6.54 -0.71 0.52
18 H -7.67 -0.46 2.66
19 H -7.64 0.35 5.11
20 H -6.25 1.32 6.98
21 H -3.92 1.80 6.65
22 N -2.63 3.15 1.44
23 N -1.54 3.85 0.89
24 C -0.20 3.52 1.33
25 O 0.66 4.37 1.06
26 O -0.01 2.41 1.90
27 H -3.39 3.14 0.84
28 H -2.79 3.52 2.36
29 H -1.58 4.85 0.95
30 S 5.51 -0.32 1.97
31 C 4.95 1.21 1.72
32 N 5.66 2.39 1.82
33 C 4.92 3.50 1.28
34 C 3.47 2.99 1.50
35 N 3.68 1.56 1.46
36 H 6.65 2.38 1.61
37 H 5.20 3.58 0.22
38 H 5.17 4.48 1.75
39 H 2.81 3.29 0.69
40 H 2.99 3.27 2.41
41 H 2.97 0.84 1.59
42 C 0.89 -0.36 -4.64
43 C -0.08 0.43 -3.78
44 C -1.20 1.05 -4.33
45 C -2.08 1.81 -3.51
46 C -1.85 1.93 -2.18
47 C -0.74 1.28 -1.65
48 C 0.16 0.55 -2.38
49 Sb 1.73 -0.46 -1.20
50 C 1.28 -2.56 -1.82
51 C 0.24 -2.91 -2.67
52 C 0.02 -4.21 -3.05
53 C 0.83 -5.22 -2.53
54 C 1.92 -4.93 -1.73
55 C 2.12 -3.59 -1.35
56 C 3.26 -3.26 -0.40
57 C 3.40 -0.22 -2.54
58 C 3.85 -1.35 -3.20
59 C 4.93 -1.37 -4.08
60 C 5.57 -0.15 -4.35
61 C 5.07 1.02 -3.70
62 C 4.04 1.01 -2.83
63 C 3.63 2.30 -2.08
64 H 1.01 -1.37 -4.32
65 H 1.91 0.13 -4.71
66 H 0.52 -0.47 -5.65
67 H -1.39 0.99 -5.40
68 H -2.98 2.30 -3.82
69 H -2.40 2.56 -1.46
70 H -0.61 1.32 -0.56
71 H -0.33 -2.10 -3.06
72 H -0.72 -4.39 -3.81
73 H 0.60 -6.23 -2.81
74 H 2.53 -5.73 -1.26
75 H 2.84 -3.06 0.56
76 H 3.85 -2.31 -0.66
77 H 4.13 -3.94 -0.52
78 H 3.42 -2.32 -3.04
79 H 5.20 -2.30 -4.49
80 H 6.47 -0.02 -4.98
81 H 5.53 1.99 -3.90
82 H 4.35 3.08 -2.33
83 H 3.59 2.12 -1.01
84 H 2.68 2.58 -2.53
85 C -2.36 -2.20 2.83
86 C -1.21 -1.92 1.76
87 C 0.09 -2.19 2.48
88 C -1.24 -3.02 0.65
89 N -1.19 -0.65 1.15
90 H -2.57 -3.24 3.00
91 H -3.30 -1.70 2.56
92 H -1.91 -1.73 3.70
93 H 0.05 -3.18 2.97
94 H 0.35 -1.47 3.28
95 H 0.88 -2.18 1.71
96 H -1.54 -4.02 1.11
97 H -0.29 -3.02 0.16
98 H -2.11 -2.71 0.00